1.
C6H34O14 | wB97M-V/def2-TZVPD

Element x y z (Å)
O (1.1270, 2.0313, -3.6448)
C (0.1138, 1.0773, -3.7702)
C (0.6256, -0.0291, -2.8780)
O (-0.4718, -0.8592, -2.7407)
H (1.1143, 2.3024, -2.7385)
H (-0.7875, 1.6251, -3.4922)
H (0.0208, 0.7632, -4.8061)
H (1.0315, 0.2387, -1.8965)
H (1.4048, -0.6467, -3.3327)
H (-0.5751, -1.2301, -3.6199)
O (-2.3645, 1.8242, -0.6686)
C (-3.2397, 0.8161, -1.1711)
C (-3.7068, 0.0635, -0.0067)
O (-4.5297, -1.0621, -0.3572)
H (-1.6310, 1.2981, -0.2817)
H (-3.9305, 1.4173, -1.7661)
H (-2.8142, 0.2232, -2.0005)
H (-4.1319, 0.7139, 0.7876)
H (-2.8561, -0.4036, 0.4487)
H (-5.0767, -1.2163, 0.4075)
O (4.1017, -1.2699, 0.9901)
C (3.5559, -1.9942, -0.0561)
C (2.0070, -1.9495, -0.0663)
O (1.5501, -2.5935, -1.2692)
H (3.6854, -1.5245, 1.8075)
H (3.9494, -1.7209, -1.0288)
H (3.7247, -3.0014, 0.1057)
H (1.7234, -0.8461, -0.0488)
H (1.6059, -2.3049, 0.8782)
H (0.6852, -3.0714, -1.1167)
O (-1.5900, -0.0064, 3.7554)
H (-2.0533, 0.3287, 4.5584)
H (-0.9352, 0.6584, 3.6508)
O (2.1617, 2.6683, 1.6640)
H (2.3030, 3.5130, 1.2863)
H (2.5880, 2.0299, 1.0559)
O (0.6108, 3.0961, -1.1966)
H (1.4085, 3.3665, -0.7995)
H (0.3792, 2.2492, -0.7942)
O (-1.0129, -1.8442, -0.1975)
H (-0.7582, -1.5844, -1.0795)
H (-1.5870, -2.5506, -0.3493)
O (-0.0894, 0.5786, 0.3516)
H (-0.5186, -0.2763, 0.4207)
H (0.4938, 0.4338, 1.1066)
O (-0.0045, 2.1532, 3.1089)
H (-0.7659, 2.5994, 2.6883)
H (0.7721, 2.2281, 2.5123)
O (1.4161, -0.5435, 2.6011)
H (1.3463, 0.0448, 3.3349)
H (1.8182, -1.3130, 3.0020)
O (-0.8172, -2.4787, 2.3942)
H (-0.4831, -1.7091, 2.8152)
H (-0.5934, -2.3126, 1.4421)

The total energy comes out at -1302.25380 hartree. For the LUMO energy, the calculation gives -0.134 eV. The SMILES is OCCO.OCCO.OCCO.O.O.O.O.O.O.O.O. The value obtained for the HOMO energy is -9.60 eV. As for the multiplicity: 1. Its HOMO-LUMO gap is 9.46 eV. Its max |F| is 2.8 eV/A.

2.
C30H72Cl6N4 | wB97M-V/def2-TZVPD

Element x y z (Å)
Cl (-0.4373, 0.3513, -2.3199)
C (-1.3580, -1.2234, -2.1569)
C (-0.8089, -2.1536, -1.0614)
Cl (-1.1972, -1.3385, 0.4736)
H (-1.4465, -1.7070, -3.0463)
H (-2.3965, -1.0754, -2.0796)
H (0.3043, -2.4225, -1.0454)
H (-1.2476, -3.1721, -1.1431)
Cl (2.0658, -3.7186, 0.0914)
C (2.3946, -5.3017, 0.7545)
C (1.6614, -6.4693, 0.0777)
Cl (1.5369, -7.9691, 0.8039)
H (1.9895, -5.1538, 1.8317)
H (3.4335, -5.5661, 0.6114)
H (2.1000, -6.5666, -0.9446)
H (0.6626, -6.0747, -0.2827)
Cl (-2.5881, -3.5014, -0.4322)
C (-2.9197, -3.1805, 1.3334)
C (-3.3899, -4.5370, 1.7892)
Cl (-3.5755, -4.5187, 3.6862)
H (-3.5244, -2.5147, 1.2687)
H (-2.0092, -2.7977, 1.6509)
H (-2.5510, -5.0520, 1.3940)
H (-4.3496, -4.7789, 1.3836)
C (3.1872, 1.0125, -1.9591)
C (2.8454, 0.5339, -0.4991)
N (4.0557, -0.0875, 0.2510)
C (4.1207, 0.0735, 1.6393)
C (2.8976, -0.3091, 2.2425)
C (4.5056, -1.3334, -0.3574)
C (5.8922, -1.7207, -0.1425)
H (3.0783, 0.2556, -2.7296)
H (4.3270, 1.5111, -2.0818)
H (2.5127, 1.7639, -2.2483)
H (1.9829, -0.1031, -0.7133)
H (2.5504, 1.3294, 0.0262)
H (3.9783, 1.0057, 1.4480)
H (5.1394, -0.3015, 2.0292)
H (1.9794, -0.5589, 1.6559)
H (2.6486, 0.4214, 3.1420)
H (3.0938, -1.2814, 2.8241)
H (4.1911, -1.0829, -1.4001)
H (3.9250, -2.0365, -0.0176)
H (6.2034, -2.4433, -0.8215)
H (6.1118, -1.8514, 0.9991)
H (6.6287, -0.9207, -0.4273)
C (-2.7357, -1.1473, 3.7681)
C (-2.7891, -0.6758, 5.2691)
N (-1.4751, -0.3366, 5.7102)
C (-1.3790, 0.8970, 6.4422)
C (-2.4034, 1.1468, 7.3652)
C (-0.8735, -1.5077, 6.4346)
C (0.6834, -1.4598, 6.6128)
H (-2.0428, -0.5867, 3.0959)
H (-3.5657, -1.5181, 3.4549)
H (-2.1224, -1.9192, 3.6850)
H (-3.3873, -1.5435, 5.7736)
H (-3.5004, 0.1105, 5.1823)
H (-1.5409, 1.5677, 5.7003)
H (-0.3710, 1.1548, 7.0032)
H (-3.4794, 0.9182, 7.5313)
H (-2.4610, 2.2246, 7.6345)
H (-2.0979, 0.8097, 8.2855)
H (-1.2367, -2.4083, 6.0123)
H (-1.2620, -1.8480, 7.4710)
H (1.2764, -2.3495, 6.8942)
H (0.9052, -0.7544, 7.3385)
H (1.0810, -1.0529, 5.6179)
C (-1.1558, 6.5159, 1.0695)
C (0.1097, 5.9823, 0.2721)
N (0.0093, 4.4640, 0.0235)
C (0.5717, 4.0727, -1.2606)
C (1.8621, 4.6151, -1.6084)
C (0.4971, 3.7229, 1.2037)
C (-0.0131, 2.2143, 1.4080)
H (-1.2042, 7.5616, 1.1109)
H (-0.9380, 6.2483, 2.1035)
H (-2.1599, 6.2880, 0.6448)
H (0.9294, 6.2844, 0.5230)
H (-0.0942, 6.4948, -0.7365)
H (-0.0409, 4.4211, -1.8717)
H (0.4823, 3.0693, -1.6324)
H (2.3015, 5.3992, -1.2328)
H (1.7702, 4.7360, -2.7010)
H (2.5707, 3.8398, -1.3521)
H (0.3221, 4.2739, 1.9994)
H (1.4552, 3.4399, 1.2223)
H (0.4671, 1.8596, 0.6577)
H (-1.2382, 2.4888, 1.5978)
H (0.3156, 1.7698, 2.1998)
C (-3.0354, 0.9216, -8.5124)
C (-1.7530, 0.9394, -7.7166)
N (-1.8347, 0.0892, -6.5854)
C (-0.6494, -0.4604, -6.0599)
C (0.3938, 0.4105, -5.8633)
C (-2.6497, 0.6275, -5.4344)
C (-3.5509, -0.5180, -4.9110)
H (-3.9583, 0.9636, -7.6770)
H (-3.2266, 0.0818, -9.1845)
H (-3.0446, 1.8588, -9.1527)
H (-1.4136, 1.9661, -7.4724)
H (-0.8423, 0.5908, -8.4638)
H (-0.1761, -1.2183, -6.8855)
H (-0.9035, -1.2808, -5.5033)
H (0.6932, 1.3486, -6.3803)
H (1.4076, -0.0859, -5.5341)
H (0.3292, 0.7174, -4.9311)
H (-3.2080, 1.6028, -5.8784)
H (-1.7771, 0.9972, -4.8510)
H (-4.0799, -1.0480, -5.7222)
H (-4.2271, -0.2781, -4.1640)
H (-2.7404, -1.1434, -4.5385)

The total energy comes out at -4165.52697 hartree. For the LUMO energy, the calculation gives 0.313 eV. The value obtained for the HOMO energy is -7.48 eV. As for the multiplicity: 1. Its HOMO-LUMO gap is 7.79 eV. Its max |F| is 13.9 eV/A.

3.
C8H19P | wB97M-V/def2-TZVPD

Element x y z (Å)
C (-2.1208, -0.0005, -1.6185)
P (-0.9077, 0.8984, -0.8791)
C (-0.1453, 2.1590, -1.8603)
C (-1.9272, 1.8355, 0.3720)
C (0.8634, 0.4474, 0.0630)
C (0.9285, -0.9303, 0.6970)
C (-0.1534, -1.0981, 1.7610)
C (0.7521, -1.9598, -0.4140)
C (2.2677, -1.2668, 1.3609)
H (-2.5874, -0.6718, -0.9365)
H (-1.8537, -0.6722, -2.4035)
H (0.7045, 2.4026, -1.2664)
H (0.2040, 1.5695, -2.7690)
H (-0.7087, 3.1073, -1.9959)
H (-2.4890, 1.2754, 1.0490)
H (-1.3545, 2.6234, 0.8775)
H (-2.5787, 2.3822, -0.3823)
H (0.8159, 1.2197, 0.8114)
H (1.6891, 0.6377, -0.7065)
H (-0.9060, -1.6349, 1.3381)
H (-0.6882, -0.2170, 2.0013)
H (0.1946, -1.4782, 2.6803)
H (0.3109, -2.8842, -0.0469)
H (0.0763, -1.4997, -1.2030)
H (1.7675, -2.1956, -0.8220)
H (2.9365, -1.1165, 0.5961)
H (2.5179, -0.6075, 2.1062)
H (2.3916, -2.3248, 1.5899)

The total energy comes out at -657.45028 hartree. For the LUMO energy, the calculation gives 0.704 eV. The SMILES is C=P(C)(C)CC(C)(C)C. The value obtained for the HOMO energy is -7.34 eV. As for the multiplicity: 1. Its HOMO-LUMO gap is 8.05 eV. Its max |F| is 3.6 eV/A.

4.
C42H63ClFIN8O4 | wB97M-V/def2-TZVPD

Element x y z (Å)
C (1.8973, -0.9124, 0.5946)
O (1.8370, -0.1181, 1.8358)
C (2.0925, 1.3193, 1.5743)
C (0.9340, 1.8475, 0.4949)
C (1.2969, 2.0524, -0.9647)
F (2.6813, 1.7962, -1.4503)
C (0.0839, 2.5266, -1.9737)
O (0.2868, 3.3144, -3.0376)
C (-1.4281, 1.9127, -1.6131)
Cl (-2.5133, 1.5228, -3.0633)
C (-1.7896, 1.7371, -0.1674)
C (-3.2905, 1.1814, 0.1868)
C (-3.3907, 0.2547, 1.5354)
O (-4.3399, 0.6104, 2.4436)
I (-2.1921, -1.5179, 1.9987)
C (-0.6333, 2.1724, 0.9288)
O (-0.9907, 2.7917, 2.0754)
H (0.8833, -0.8953, -0.0233)
H (2.1785, -2.0394, 0.7448)
H (2.7088, -0.4364, -0.1375)
H (2.0486, 1.9449, 2.5854)
H (3.1936, 1.5010, 1.1556)
H (-3.7898, 0.5832, -0.7068)
H (-3.9821, 2.1361, 0.3545)
C (-2.4886, 1.2483, -7.8789)
C (-3.1989, -0.0748, -8.1468)
C (-3.8408, -0.6702, -6.8920)
C (-2.7709, -0.9409, -5.8470)
N (-1.8832, -1.1654, -4.9800)
H (-1.6586, 1.1265, -7.1758)
H (-2.0707, 1.6499, -8.8074)
H (-3.1830, 1.9902, -7.4682)
H (-2.4775, -0.7854, -8.5685)
H (-3.9740, 0.0849, -8.9042)
H (-4.3479, -1.6089, -7.1389)
H (-4.5846, 0.0185, -6.4767)
C (-4.9318, 7.0112, -2.9128)
C (-3.5571, 6.3524, -2.8567)
C (-3.5793, 4.8901, -3.3060)
C (-4.4967, 4.0878, -2.3977)
N (-5.2578, 3.4222, -1.6443)
H (-5.6409, 6.5252, -2.2352)
H (-4.8625, 8.0611, -2.6111)
H (-5.3435, 6.9742, -3.9279)
H (-3.1727, 6.4209, -1.8316)
H (-2.8678, 6.9135, -3.4972)
H (-2.5699, 4.4679, -3.2609)
H (-3.9348, 4.8104, -4.3390)
C (6.7776, -1.6633, -0.0606)
C (6.7439, -1.7803, 1.4600)
C (5.4087, -1.3372, 2.0614)
C (5.1504, 0.1211, 1.7197)
N (4.9361, 1.3310, 1.4360)
H (6.6579, -0.6260, -0.3889)
H (7.7383, -2.0172, -0.4477)
H (5.9831, -2.2641, -0.5180)
H (7.5592, -1.1786, 1.8800)
H (6.9350, -2.8219, 1.7405)
H (5.4305, -1.4528, 3.1502)
H (4.5888, -1.9497, 1.6712)
C (10.2119, 1.7999, -0.9691)
C (11.5866, 1.1411, -0.9130)
C (11.5644, -0.3212, -1.3623)
C (10.6470, -1.1236, -0.4541)
N (9.8858, -1.7891, 0.2994)
H (9.5028, 1.3139, -0.2915)
H (10.2812, 2.8498, -0.6674)
H (9.8002, 1.7629, -1.9842)
H (11.9710, 1.2096, 0.1121)
H (12.2759, 1.7022, -1.5535)
H (12.5738, -0.7434, -1.3172)
H (11.2089, -0.4010, -2.3953)
C (-7.4603, 3.6564, 2.7679)
C (-7.5078, 2.1694, 3.1050)
C (-8.8535, 1.5252, 2.7659)
C (-9.9602, 2.1991, 3.5605)
N (-10.8783, 2.7583, 4.2196)
H (-8.1930, 4.2261, 3.3483)
H (-6.4726, 4.0672, 2.9999)
H (-7.6581, 3.8238, 1.7029)
H (-7.2924, 2.0410, 4.1728)
H (-6.7147, 1.6542, 2.5522)
H (-8.8320, 0.4585, 3.0129)
H (-9.0676, 1.6218, 1.6960)
C (-4.5898, -5.4452, 3.5620)
C (-3.4968, -6.4236, 3.9806)
C (-2.3644, -5.7526, 4.7605)
C (-1.7057, -4.6895, 3.8967)
N (-1.1593, -3.8075, 3.1800)
H (-4.2060, -4.6762, 2.8842)
H (-5.3901, -5.9730, 3.0338)
H (-5.0272, -4.9484, 4.4355)
H (-3.0937, -6.9098, 3.0838)
H (-3.9419, -7.2096, 4.6005)
H (-1.6147, -6.4968, 5.0490)
H (-2.7497, -5.2870, 5.6741)
C (-4.6255, -0.4018, 6.8506)
C (-3.2508, -1.0606, 6.9067)
C (-3.2730, -2.5229, 6.4574)
C (-4.1904, -3.3253, 7.3657)
N (-4.9516, -3.9908, 8.1191)
H (-5.3346, -0.8878, 7.5283)
H (-4.5562, 0.6481, 7.1523)
H (-5.0372, -0.4388, 5.8356)
H (-2.8664, -0.9921, 7.9318)
H (-2.5615, -0.4995, 6.2662)
H (-2.2636, -2.9451, 6.5026)
H (-3.6285, -2.6027, 5.4244)
C (5.3895, -1.3972, -3.9786)
C (6.2492, -2.2312, -4.9232)
C (6.1797, -3.7300, -4.6240)
C (6.6792, -3.9956, -3.2133)
N (7.0936, -4.2160, -2.0429)
H (5.7254, -1.4871, -2.9407)
H (5.4476, -0.3378, -4.2476)
H (4.3388, -1.7051, -4.0293)
H (7.2881, -1.8859, -4.8550)
H (5.9185, -2.0558, -5.9528)
H (6.8007, -4.2842, -5.3355)
H (5.1505, -4.0935, -4.7165)

The total energy comes out at -3234.31524 hartree. For the LUMO energy, the calculation gives -1.911 eV. The value obtained for the HOMO energy is -9.67 eV. As for the multiplicity: 1. Its HOMO-LUMO gap is 7.76 eV. Its max |F| is 10.3 eV/A.